86
Properties=species:S:1:pos:R:3 method="wB97M-V/def2-TZVPD" total_charge=+1 molar_mass_g_mol=560.8 lumo_ev="-1.869 / -5.348" s_squared=6.010 fmax_ev_per_a=3.71 spin_multiplicity=5 e_tot_ev=-51155.1213
O 0.40510 2.51389 -1.95340
O 1.64977 0.46986 -3.33654
C -0.98491 2.55896 -1.63059
C -1.42567 3.52594 -0.54642
H -1.28531 1.53301 -1.35249
H -1.48733 2.78201 -2.58427
H -1.05030 3.22353 0.43916
H -2.51953 3.52055 -0.50756
H -1.10577 4.54956 -0.77261
C 1.30999 2.89039 -0.90490
C 2.63967 3.16833 -1.54990
H 1.39571 2.06554 -0.17193
H 0.94760 3.78845 -0.37473
H 2.97279 2.30610 -2.13875
H 3.38983 3.38876 -0.78698
H 2.55209 4.03850 -2.21062
C 2.75676 -0.42204 -3.57442
C 1.14446 1.12507 -4.51791
C 3.97279 0.01031 -2.78847
H 3.00094 -0.45745 -4.65117
H 2.43066 -1.42437 -3.26201
H 4.34879 0.97545 -3.14889
H 4.76416 -0.72886 -2.93586
H 3.76240 0.08326 -1.71517
C 2.03075 2.26112 -4.95084
H 0.15024 1.48237 -4.23198
H 1.03167 0.38524 -5.32880
H 2.17043 2.96732 -4.12509
H 1.55093 2.78064 -5.78021
H 3.00350 1.89475 -5.29493
H 0.61685 0.39549 -1.81735
Rh -0.51841 -0.84811 1.63554
C 0.19238 -0.46431 -1.17701
Si -0.94465 -1.53588 -2.26812
H 1.04144 -1.08178 -0.86753
H -0.26590 0.01009 -0.28617
C -2.15736 -0.44571 -3.20087
C -1.85832 -2.82466 -1.25411
C 0.03373 -2.48818 -3.56741
C -2.23936 -0.22177 1.16241
Si -3.07368 -1.31625 2.48702
H -2.55787 -0.45040 0.13068
H -2.36496 0.85918 1.34325
C -4.17406 -2.50195 1.52769
C -4.09903 -0.08021 3.45279
C -2.10052 -2.34441 3.73319
H -0.65024 -3.10583 -4.17023
H 0.76015 -3.15810 -3.08979
H 0.57620 -1.82805 -4.25886
H -2.97107 -0.11285 -2.54481
H -2.59359 -1.02723 -4.02573
H -1.67525 0.44146 -3.63208
H -2.22179 -2.44975 -0.28921
H -1.19757 -3.67913 -1.05251
H -2.72875 -3.19505 -1.81889
H -4.50468 0.68766 2.78083
H -3.51246 0.41780 4.23450
H -4.94230 -0.59677 3.93204
H -1.79836 -1.74229 4.59939
H -1.20301 -2.81827 3.30624
H -2.76710 -3.14484 4.08641
H -5.03870 -2.77243 2.15052
H -3.64857 -3.42728 1.26159
H -4.55387 -2.03889 0.60903
C 1.78716 -2.79935 1.56582
N 1.50932 -1.45795 2.11709
C 2.45814 -0.46240 1.57678
C 1.59182 -1.46640 3.61562
C 0.88775 -0.24385 4.10631
C 1.11042 0.29488 5.38282
C 0.40722 1.42756 5.78959
C -0.53049 2.01229 4.93996
C -0.76819 1.47090 3.65986
C -0.07093 0.33038 3.27961
H 2.85264 -3.04508 1.69908
H 1.52132 -2.80614 0.50255
H 1.16356 -3.52903 2.09656
H 2.21027 0.53582 1.94756
H 3.48431 -0.73527 1.87667
H 2.39117 -0.46137 0.48163
H 1.11305 -2.39366 3.96896
H 2.64722 -1.50023 3.93043
H 1.85318 -0.18480 6.02187
H 0.58380 1.85169 6.77805
H -1.09809 2.88604 5.26380
H -1.48618 1.90848 2.97520